(1)
11
Properties=species:S:1:pos:R:3 method="wB97M-V/def2-TZVPD" homo_ev=-7.87 e_above_lowest_kj_mol=398.5 lumo_ha=0.032 largest_force_ha_per_bohr=0.116 smiles="O/N=c1/[nH]cn[nH]1"
C -0.371 -0.251 0.206
C 1.695 -0.461 -0.701
H -2.487 0.993 1.813
H 0.827 -1.613 0.879
H 2.682 -0.862 -0.994
H -0.962 1.323 -1.148
N -1.285 -0.363 1.088
N 0.856 -0.888 0.191
N 1.114 0.484 -1.451
N -0.158 0.665 -0.756
O -1.910 0.973 0.873

=====

(2)
11
Properties=species:S:1:pos:R:3 method="wB97M-V/def2-TZVPD" homo_ev=-8.85 e_above_lowest_kj_mol=668.9 lumo_ha=-0.004 largest_force_ha_per_bohr=0.151
C 0.080 -0.296 -0.183
C -0.650 0.877 -0.021
H 2.551 0.926 -0.174
H 1.440 -1.513 -0.537
H -0.075 1.906 -0.184
H -2.625 0.853 0.525
N 1.361 -0.487 -0.469
N -1.896 0.335 0.118
N -1.864 -0.983 0.205
N -0.764 -1.402 0.122
O 2.441 -0.216 0.597

=====

(3)
11
Properties=species:S:1:pos:R:3 method="wB97M-V/def2-TZVPD" homo_ev=-8.41 e_above_lowest_kj_mol=279.0 lumo_ha=0.016 largest_force_ha_per_bohr=0.031 smiles="[H]/N=c1/[nH]ncn1O"
C -0.834 -1.229 -0.065
C 0.108 0.847 0.003
H 1.977 -1.302 0.677
H -0.850 -2.304 -0.018
H -1.818 1.663 -0.239
H 1.809 1.640 -0.088
N 0.352 -0.522 0.074
N -1.853 -0.442 -0.065
N -1.286 0.847 -0.014
N 0.817 1.895 -0.060
O 1.577 -1.092 -0.205

=====

(4)
11
Properties=species:S:1:pos:R:3 method="wB97M-V/def2-TZVPD" homo_ev=-8.48 e_above_lowest_kj_mol=491.8 lumo_ha=-0.001 largest_force_ha_per_bohr=0.171
C -0.386 0.285 0.116
C 0.641 0.330 -1.719
H -1.900 -0.423 1.750
H -2.123 1.063 0.781
H 0.984 0.738 -2.730
H 1.553 -0.653 1.812
N -1.313 0.424 1.138
N -0.372 0.961 -1.029
N 1.146 -0.704 -1.086
N 0.672 -0.593 0.012
O 1.096 -1.428 0.955